A structure of composition C23H52P4PdS at a distorted geometry. Source: the OMol25 dataset; level of theory: ωB97M-V/def2-TZVPD.

```
81
C23H52P4PdS (ωB97M-V/def2-TZVPD)
Pd -0.187 -0.089 0.394
P -0.743 1.986 1.249
P -2.141 -0.661 -0.742
P 2.227 1.004 -0.400
H 0.199 -2.442 -8.232
C 1.240 -2.592 -7.947
C 1.604 -3.735 -7.349
H 0.844 -4.470 -7.067
C -1.162 3.320 0.077
C -2.210 1.632 2.262
C 0.506 2.571 2.434
C -2.278 -2.024 -1.955
C -3.362 -1.197 0.513
C -2.978 0.679 -1.660
C 3.464 0.413 -1.643
C 3.388 1.079 1.017
C 2.145 2.758 -0.962
H 1.969 -1.837 -8.263
H 2.671 -4.031 -7.245
H -1.468 4.213 0.641
H -1.984 3.012 -0.580
H -0.296 3.572 -0.548
H -2.401 2.479 2.935
H -2.019 0.730 2.863
H -3.089 1.454 1.628
H -0.014 3.124 3.232
H 1.251 3.221 1.954
H 1.014 1.698 2.871
H -3.339 -2.234 -2.167
H -1.813 -2.940 -1.570
H -1.785 -1.781 -2.905
H -4.346 -0.744 0.319
H -3.030 -0.904 1.516
H -3.458 -2.291 0.503
H -3.937 0.320 -2.064
H -2.337 0.991 -2.496
H -3.162 1.551 -1.023
H 4.365 1.046 -1.599
H 3.057 0.446 -2.662
H 3.751 -0.624 -1.424
H 4.326 1.575 0.717
H 3.616 0.048 1.324
H 2.954 1.610 1.873
H 3.129 3.091 -1.321
H 1.802 3.433 -0.172
H 1.435 2.808 -1.797
C 0.853 -1.339 -3.725
C 0.775 -0.027 -4.256
C 0.086 0.159 -5.474
C -0.629 -0.929 -6.045
C -0.656 -2.181 -5.421
C 0.207 -2.422 -4.351
S 1.511 -1.902 -2.150
H 0.482 -1.257 -1.541
H 1.196 0.801 -3.661
H 0.152 1.131 -5.992
H -1.151 -0.889 -7.007
H -1.212 -3.062 -5.794
H 0.330 -3.421 -3.892
C -2.038 -2.188 3.834
C -0.546 -1.864 3.678
P 0.226 -1.900 1.978
C 2.031 -1.977 2.325
C 2.559 -2.922 3.409
C -0.262 -3.549 1.307
C -0.078 -4.757 2.230
H -2.680 -1.342 3.557
H -2.243 -2.391 4.895
H -2.359 -3.077 3.275
H -0.349 -0.836 4.032
H 0.074 -2.542 4.304
H 2.519 -2.169 1.353
H 2.282 -0.936 2.585
H 2.406 -3.981 3.165
H 3.642 -2.772 3.503
H 2.130 -2.712 4.397
H -1.316 -3.446 1.010
H 0.292 -3.639 0.356
H -0.433 -4.612 3.262
H -0.659 -5.599 1.837
H 0.968 -5.080 2.274
```

Its orbital gap (alpha / beta) is 8.99 / 4.60 eV. The spin multiplicity is 5. Its total charge is +4. The value obtained for the strongest force on any atom is 3.56 eV/A. Its energy above the lowest of the compared OMol25 structures with the same formula, charge and spin is 5.2 kcal/mol. As for the total energy: -76121.9524 eV.

---

A structure of composition C23H52P4ScSe at a distorted geometry. Source: the OMol25 dataset; level of theory: ωB97M-V/def2-TZVPD.

```
81
C23H52P4ScSe (ωB97M-V/def2-TZVPD)
Sc 0.071 -0.466 0.023
P -1.126 -2.598 0.991
P 1.873 -1.000 1.815
P 1.748 -2.005 -1.318
H -2.925 2.127 -4.676
C -3.121 1.059 -4.785
C -2.872 0.113 -3.848
H -2.559 0.303 -2.806
C -2.639 -2.440 2.026
C -0.268 -3.944 1.904
C -1.757 -3.510 -0.496
C 3.205 0.268 1.750
C 1.512 -0.877 3.590
C 2.922 -2.495 1.888
C 1.136 -1.835 -3.029
C 2.082 -3.797 -1.162
C 3.400 -1.262 -1.405
H -3.665 0.833 -5.718
H -3.104 -0.931 -4.059
H -3.374 -1.778 1.542
H -2.374 -1.989 2.995
H -3.101 -3.422 2.209
H 0.205 -3.535 2.806
H 0.514 -4.413 1.293
H -0.984 -4.718 2.211
H -2.145 -2.742 -1.184
H -2.565 -4.214 -0.234
H -0.958 -4.061 -1.020
H 3.940 -0.019 2.510
H 2.811 1.268 1.971
H 3.705 0.315 0.774
H 2.495 -0.996 4.058
H 0.854 -1.666 3.968
H 1.117 0.102 3.884
H 3.433 -2.409 2.850
H 3.678 -2.531 1.102
H 2.348 -3.425 1.890
H 1.891 -2.191 -3.749
H 0.906 -0.778 -3.230
H 0.210 -2.420 -3.136
H 2.568 -4.139 -2.084
H 1.150 -4.356 -1.013
H 2.749 -3.965 -0.312
H 3.846 -1.535 -2.370
H 4.041 -1.629 -0.593
H 3.329 -0.159 -1.347
C 1.411 2.335 -2.444
C 0.159 2.305 -3.091
C 0.071 2.602 -4.442
C 1.186 3.068 -5.154
C 2.447 3.120 -4.527
C 2.552 2.760 -3.183
Se 1.489 1.854 -0.637
H -0.667 -0.105 -1.480
H -0.749 2.003 -2.569
H -0.887 2.470 -4.958
H 1.027 3.365 -6.194
H 3.362 3.432 -5.040
H 3.503 2.779 -2.645
C -1.457 0.792 4.259
C -2.214 0.981 2.956
P -1.151 1.458 1.519
C -2.246 2.211 0.217
C -3.432 3.016 0.707
C -0.200 2.883 2.273
C -0.990 3.987 2.964
H -0.781 -0.062 4.206
H -2.152 0.591 5.075
H -0.871 1.665 4.559
H -2.675 0.022 2.679
H -3.024 1.713 3.056
H -1.582 2.869 -0.376
H -2.549 1.395 -0.467
H -3.077 3.940 1.172
H -4.046 3.298 -0.153
H -4.080 2.467 1.394
H 0.538 2.447 2.964
H 0.391 3.315 1.453
H -1.735 3.636 3.690
H -0.291 4.629 3.520
H -1.480 4.622 2.218
```

Its orbital gap (alpha / beta) is 4.14 / 4.21 eV. Its total charge is +3. The value obtained for the strongest force on any atom is 2.34 eV/A. Its energy above the lowest of the compared OMol25 structures with the same formula, charge and spin is 15.3 kcal/mol. As for the total energy: -147868.7898 eV.

---

A cluster of 9 separate species, C23H53Cl8N4O8P in total at a distorted geometry. Source: the OMol25 dataset; level of theory: ωB97M-V/def2-TZVPD.

```
97
C23H53Cl8N4O8P (ωB97M-V/def2-TZVPD)
C 20.721 5.376 13.004
C 19.500 5.000 13.754
O 19.104 3.797 13.587
N 18.944 5.885 14.526
C 17.655 5.559 15.126
H 20.470 6.253 12.407
H 20.905 4.669 12.195
H 21.646 5.407 13.579
H 19.339 6.755 14.853
H 16.912 5.426 14.340
H 17.409 6.380 15.798
H 17.675 4.660 15.742
C 4.835 9.131 20.179
C 6.252 8.671 19.910
O 7.090 9.316 19.241
N 6.526 7.424 20.279
C 7.650 6.617 19.914
H 4.276 9.346 19.268
H 4.886 10.114 20.647
H 4.271 8.409 20.769
H 6.002 6.962 21.008
H 7.531 6.167 18.929
H 7.907 5.778 20.561
H 8.565 7.206 19.841
C 1.198 4.584 18.385
C 1.885 3.743 19.485
O 1.572 3.843 20.665
N 2.812 2.914 19.035
C 3.492 2.083 19.988
H 0.944 4.115 17.435
H 1.697 5.525 18.153
H 0.256 4.828 18.875
H 3.321 3.123 18.188
H 4.125 2.673 20.651
H 4.091 1.420 19.363
H 2.756 1.419 20.440
C 2.629 10.243 6.625
C 2.030 9.442 5.403
O 2.581 8.415 4.941
N 0.718 9.538 5.387
C -0.311 8.757 4.774
H 3.195 11.133 6.349
H 3.389 9.561 7.007
H 2.038 10.517 7.499
H 0.233 10.190 5.987
H -1.089 8.769 5.537
H 0.009 7.756 4.486
H -0.797 9.206 3.908
C 7.287 5.184 10.103
O 6.797 4.413 11.190
P 7.116 4.829 12.798
O 6.216 4.033 13.691
O 6.772 6.465 12.818
C 5.472 6.916 12.623
O 8.650 4.774 13.145
C 9.488 3.664 13.193
H 8.055 4.594 9.602
H 7.600 6.197 10.359
H 6.416 5.307 9.460
H 5.313 7.273 11.605
H 5.336 7.856 13.158
H 4.800 6.147 13.005
H 10.423 3.897 12.682
H 9.006 2.868 12.627
H 9.777 3.347 14.196
Cl 2.746 -3.219 13.209
C 3.998 -2.302 14.188
C 5.145 -3.172 14.604
Cl 4.891 -4.082 16.142
H 3.444 -1.850 15.011
H 4.263 -1.439 13.576
H 6.111 -2.698 14.784
H 5.223 -3.948 13.844
Cl 12.420 8.203 8.465
C 12.654 9.407 9.727
C 11.377 9.805 10.418
Cl 10.275 10.746 9.312
H 13.152 10.277 9.299
H 13.517 9.106 10.321
H 11.704 10.588 11.101
H 10.910 9.017 11.009
Cl 8.031 -1.696 7.751
C 8.594 -0.779 6.330
C 9.295 -1.688 5.338
Cl 10.606 -2.538 6.000
H 9.249 0.021 6.673
H 7.749 -0.313 5.824
H 9.656 -1.216 4.424
H 8.604 -2.437 4.952
Cl -0.028 1.289 7.843
C 1.014 2.723 7.716
C 0.910 3.830 8.833
Cl -0.766 4.349 8.979
H 0.722 2.987 6.700
H 2.036 2.427 7.481
H 1.594 4.648 8.608
H 1.294 3.451 9.780
```

Its orbital gap is 9.49 eV. As for the SMILES: COP(=O)(OC)OC.CNC(C)=O.CNC(C)=O.CNC(C)=O.CNC(C)=O.ClCCCl.ClCCCl.ClCCCl.ClCCCl. The value obtained for the strongest force on any atom is 5.72 eV/A. Its energy above the lowest of the compared OMol25 structures with the same formula, charge and spin is 52.4 kcal/mol. As for the total energy: -156519.7793 eV.

---

A cluster of 4 separate species, C23H53F4N3O6P in total at a distorted geometry. Source: the OMol25 dataset; level of theory: ωB97M-V/def2-TZVPD.

```
90
C23H53F4N3O6P (ωB97M-V/def2-TZVPD)
C -1.568 -9.600 -5.862
C -2.107 -8.503 -6.399
C -2.444 -7.333 -5.513
P -4.035 -6.532 -5.846
C -5.558 -7.507 -5.351
F -6.602 -6.916 -5.967
F -5.719 -7.387 -4.025
C -5.572 -8.990 -5.714
F -5.423 -9.117 -7.049
F -4.590 -9.630 -5.053
H -1.122 -10.380 -6.453
H -1.579 -9.731 -4.791
H -2.321 -8.462 -7.456
H -1.708 -6.551 -5.706
H -2.364 -7.576 -4.458
H -4.138 -6.107 -7.172
H -4.102 -5.338 -5.085
H -6.536 -9.403 -5.413
C -2.768 1.434 -4.884
O -1.875 0.532 -4.257
C -1.972 0.502 -2.835
C -2.554 -0.807 -2.355
N -3.969 -0.921 -2.704
C -4.537 -2.245 -2.495
C -3.959 -3.408 -3.294
O -4.218 -3.348 -4.699
C -3.309 -2.542 -5.446
H -2.479 1.505 -5.931
H -3.806 1.085 -4.836
H -2.707 2.429 -4.437
H -2.549 1.352 -2.461
H -0.956 0.590 -2.441
H -2.449 -0.864 -1.268
H -1.955 -1.615 -2.798
H -4.091 -0.667 -3.675
H -5.602 -2.180 -2.732
H -4.464 -2.491 -1.432
H -4.456 -4.319 -2.941
H -2.888 -3.551 -3.116
H -2.304 -2.558 -5.020
H -3.659 -1.513 -5.513
H -3.269 -2.938 -6.462
C 3.075 2.239 1.212
O 2.459 1.939 2.448
C 1.632 2.982 2.961
C 0.169 2.596 2.898
N -0.315 2.554 1.522
C -1.639 1.963 1.360
C -1.834 0.501 1.752
O -1.155 -0.425 0.918
C 0.204 -0.656 1.248
H 3.813 1.462 1.018
H 2.356 2.245 0.385
H 3.585 3.206 1.246
H 1.815 3.925 2.442
H 1.910 3.124 4.006
H -0.416 3.334 3.454
H 0.062 1.626 3.402
H 0.343 2.032 0.959
H -1.903 2.055 0.303
H -2.358 2.569 1.919
H -2.898 0.275 1.634
H -1.596 0.309 2.803
H 0.385 -0.576 2.321
H 0.868 0.030 0.716
H 0.455 -1.668 0.927
C 8.226 6.545 5.412
O 7.831 5.357 6.071
C 7.428 5.541 7.423
C 5.938 5.326 7.587
N 5.173 6.396 6.958
C 3.738 6.145 6.864
C 3.263 4.957 6.033
O 3.480 5.088 4.639
C 4.769 4.716 4.189
H 8.679 6.256 4.465
H 7.373 7.199 5.199
H 8.963 7.098 5.999
H 7.725 6.526 7.792
H 7.952 4.789 8.018
H 5.699 5.303 8.655
H 5.699 4.341 7.164
H 5.533 6.554 6.027
H 3.284 7.043 6.439
H 3.340 6.039 7.878
H 2.178 4.892 6.155
H 3.669 4.002 6.390
H 5.195 3.906 4.786
H 5.456 5.567 4.188
H 4.673 4.373 3.158
```

Its orbital gap is 6.61 eV. Its total charge is +1. The value obtained for the strongest force on any atom is 1.28 eV/A. As for the total energy: -61612.1424 eV.